C20H28N2O4 in the gas phase. Source: OMol25; level of theory: ωB97M-V with the def2-TZVPD basis set.

Results
E_LUMO in Ha: 0.029
SMILES: CCOc1ccc(CNC(=O)[C@H]2CC(=O)N(C3CCCC3)C2)cc1OC
Strongest force on any atom in eV/A: 0.69
Calculated total energy in Eh: -1189.4103
HOMO-LUMO gap in Ha: 0.330

Last column: natural (NBO) charge in e.
CARTESIAN COORDINATES (ANGSTROEM)
C 5.21762 0.98680 -0.59575  -0.64
C 4.55965 -0.25277 -0.00068  -0.06
H 4.12856 -0.87097 -0.79311  0.19
H 5.29701 -0.84342 0.55061  0.18
O 3.58880 0.06478 0.98211  -0.50
C 2.49586 0.82022 0.66982  0.24
C 1.99197 1.58128 1.71907  -0.24
C 0.84391 2.34089 1.58825  -0.22
C 0.18850 2.38896 0.37089  -0.03
C 0.69176 1.64733 -0.69314  -0.32
C 1.81127 0.83713 -0.56382  0.31
O 2.27223 0.03833 -1.57260  -0.53
C 1.60385 0.05143 -2.81609  -0.27
H 1.66189 1.03663 -3.28959  0.17
H 0.55691 -0.25170 -2.72413  0.22
H 2.13458 -0.67210 -3.43299  0.20
H 0.18248 1.68479 -1.64343  0.22
C -1.09342 3.16311 0.18789  -0.24
N -2.14564 2.26844 -0.25484  -0.61
C -3.18674 1.90546 0.51814  0.68
O -3.48300 2.46354 1.55388  -0.63
C -3.97249 0.68219 0.02409  -0.30
C -3.79102 0.35166 -1.45363  -0.51
C -2.46965 -0.41057 -1.46307  0.68
O -1.70498 -0.52771 -2.40146  -0.65
N -2.27943 -0.90683 -0.22470  -0.43
C -1.14259 -1.72331 0.11741  -0.05
H -0.45104 -1.62904 -0.72689  0.23
C -1.47010 -3.20746 0.33980  -0.40
H -1.62251 -3.73293 -0.60142  0.21
C -0.27038 -3.75132 1.13309  -0.41
C 0.53843 -2.51981 1.58296  -0.40
H 1.40878 -2.38096 0.94137  0.21
C -0.41375 -1.34113 1.40540  -0.41
H -1.11505 -1.30515 2.23990  0.19
H 0.10128 -0.38614 1.33654  0.23
H 0.89092 -2.61075 2.60852  0.21
H -0.61146 -4.32684 1.99305  0.21
H 0.34091 -4.41021 0.51827  0.21
H -2.38599 -3.28922 0.92705  0.20
C -3.34156 -0.55264 0.69322  -0.20
H -2.94892 -0.32133 1.68408  0.22
H -4.07151 -1.36779 0.78169  0.19
H -3.78374 1.21407 -2.11797  0.24
H -4.57594 -0.32869 -1.79361  0.24
H -5.01335 0.81245 0.32239  0.24
H -1.90859 1.70935 -1.05789  0.40
H -1.41941 3.60923 1.12880  0.24
H -0.96287 3.95466 -0.55952  0.20
H 0.46638 2.89801 2.43131  0.22
H 2.52217 1.54062 2.65730  0.23
H 6.02601 0.68948 -1.25787  0.22
H 4.49390 1.56504 -1.16492  0.21
H 5.61952 1.61490 0.19622  0.21

---

A molecular structure, C27H70BeN5O8 in a non-equilibrium geometry. Source: OMol25; level of theory: ωB97M-V with the def2-TZVPD basis set.

Results
Total charge: +1
E_LUMO in Ha: -0.261
Strongest force on any atom in eV/A: 4.84
Calculated total energy in Eh: -1960.5304
HOMO-LUMO gap in Ha: 0.131

Last column: Löwdin charge in e.
CARTESIAN COORDINATES (ANGSTROEM)
Be 1.50143 -3.15160 -0.17853  1.02
C -0.45731 0.86860 -1.01015  -0.06
C 0.26186 0.03058 -2.04454  -0.56
C 1.33096 0.84469 -2.76966  -0.06
O 0.81669 -1.10977 -1.44929  -0.26
H 0.30245 1.30283 -0.35025  0.05
H -1.09929 0.37194 -0.28140  0.05
H -1.04639 1.69233 -1.41566  0.10
H -0.49929 -0.19548 -2.80347  0.12
H 1.90869 1.44946 -2.06917  0.05
H 0.79559 1.51424 -3.44348  0.09
H 2.02758 0.22207 -3.32996  0.08
C 0.43401 6.00802 1.39450  -0.13
O 1.66040 5.30764 1.29980  -0.20
C 1.53767 4.24811 0.32303  -0.21
C 2.96558 3.80911 -0.05479  -0.22
N 3.54248 4.92503 -0.77474  -0.08
C 4.96160 4.76546 -1.14879  -0.19
C 5.40543 5.93584 -2.07654  -0.22
O 6.80315 5.94002 -2.19454  -0.18
C 7.29944 6.12717 -3.49766  -0.11
H -0.43196 5.34041 1.45923  0.08
H 0.17106 6.72476 0.61229  0.09
H 0.40673 6.55764 2.33571  0.09
H 0.95771 4.64569 -0.50909  0.13
H 1.03484 3.44349 0.86824  0.10
H 2.74007 2.98936 -0.74729  0.08
H 3.54056 3.37278 0.76809  0.12
H 3.29857 5.78695 -0.30703  0.11
H 5.03020 3.83417 -1.71458  0.11
H 5.49551 4.63575 -0.20257  0.12
H 4.99980 6.82472 -1.59047  0.12
H 4.81399 5.60924 -2.93462  0.12
H 8.36995 5.93195 -3.43023  0.09
H 7.26841 7.17047 -3.82699  0.09
H 6.76400 5.47116 -4.18574  0.09
C -1.00896 0.71972 2.52103  -0.07
O -1.28148 -0.52997 3.16919  -0.23
C -2.07748 -0.46229 4.31509  -0.23
C -2.06950 -1.79744 5.05120  -0.19
N -2.83431 -2.82684 4.31521  -0.07
C -2.74072 -4.05322 5.10167  -0.19
C -3.59729 -5.09458 4.36379  -0.24
O -3.07020 -6.33143 4.73125  -0.20
C -3.63354 -7.40483 3.98966  -0.10
H -0.18860 0.71183 1.80660  0.05
H -0.79203 1.47611 3.27840  0.10
H -1.93186 0.95417 1.98710  0.09
H -3.06222 -0.00082 4.19958  0.12
H -1.59984 0.25125 5.00244  0.12
H -2.39674 -1.71193 6.08722  0.13
H -1.02482 -2.11175 5.17571  0.10
H -2.31773 -2.97360 3.45529  0.11
H -3.02302 -3.98271 6.15021  0.13
H -1.73437 -4.48360 5.04890  0.12
H -3.65064 -4.85407 3.29600  0.12
H -4.63233 -5.16035 4.72381  0.13
H -3.23135 -8.30079 4.45930  0.09
H -3.35154 -7.41482 2.93397  0.08
H -4.72353 -7.37278 4.06115  0.09
C -7.03467 -0.72915 1.38410  -0.04
C -5.66674 -1.43806 1.49046  -0.40
C -4.44923 -0.96189 0.68266  -0.20
O -4.79224 -1.27120 -0.66748  -0.19
C -3.75390 -0.91554 -1.60662  -0.10
N -5.38114 -1.41528 2.94166  0.02
H -7.01677 0.31829 1.68514  0.08
H -7.57890 -1.25394 2.16976  0.07
H -7.56562 -0.86529 0.44434  0.07
H -5.66224 -2.52363 1.37265  0.14
H -3.56560 -1.58372 0.86026  0.11
H -4.24248 0.10206 0.83732  0.12
H -3.96742 -0.99217 -2.66882  0.08
H -2.89286 -1.58136 -1.45434  0.07
H -3.25371 0.02272 -1.34909  0.06
H -5.36197 -0.46382 3.29612  0.06
H -4.51440 -1.81898 3.28278  0.02
C -1.48384 -1.97895 -5.54387  -0.07
C -0.04097 -1.82088 -5.97385  -0.42
C 0.38516 -0.35262 -6.07084  -0.21
O 1.61906 -0.28266 -6.77648  -0.19
C 2.14887 1.01194 -6.99074  -0.10
N 0.79813 -2.50913 -4.97693  0.04
H -1.80998 -1.47327 -4.63072  0.06
H -1.60145 -3.03421 -5.28489  0.08
H -2.24163 -1.78199 -6.30187  0.08
H 0.10735 -2.29741 -6.94376  0.14
H 0.39150 0.08900 -5.07366  0.09
H -0.39486 0.07328 -6.71182  0.13
H 1.40286 1.71874 -7.35653  0.09
H 2.90862 0.83316 -7.75177  0.09
H 2.67747 1.35334 -6.09701  0.08
H 1.76901 -2.25243 -5.10823  0.07
H 0.46419 -2.12022 -4.10038  0.04
C 1.99392 -2.10403 3.83678  -0.03
C 2.26901 -1.66574 2.43147  -0.41
C 3.55832 -2.08576 1.69964  -0.14
O 3.27182 -1.68051 0.37049  -0.27
C 3.57294 -0.37109 -0.10005  -0.05
N 1.08587 -1.79566 1.53143  0.11
H 1.04599 -1.75543 4.23971  0.07
H 2.82716 -1.87747 4.50282  0.10
H 2.02251 -3.20004 3.81673  0.09
H 2.40937 -0.58525 2.58265  0.15
H 3.67318 -3.15835 1.87391  0.13
H 4.43566 -1.58121 2.10106  0.15
H 2.89181 0.37627 0.31768  0.09
H 3.41081 -0.39958 -1.17463  0.09
H 4.56645 0.03949 0.08766  0.11
H 1.31862 -1.05471 0.87378  0.04
H 0.30891 -1.39583 2.05783  0.07